Arrangement a

Molecular formula: C2HO2P
Method: DFT, ωB97M-V/def2-TZVPD

XYZ file:
```
6
Properties=species:S:1:pos:R:3
C -0.794 -1.957 -1.860
C -0.468 -0.710 -1.359
O -0.831 -3.082 -2.035
O -0.437 0.463 -1.847
P 0.040 -0.985 0.349
H -0.198 0.390 0.252
```

For the gap between HOMO and LUMO (alpha / beta), the calculation gives 7.445 / 7.277 eV. As for the HOMO energy (alpha / beta): -0.327 / -0.330 Eh. The LUMO energy (alpha / beta) comes out at -1.5 / -1.7 eV.

Partial charges, Löwdin, in e: -0.134 -0.810 0.242 -0.099 0.908 -0.107



Arrangement b

Molecular formula: C2HO2P
Method: DFT, ωB97M-V/def2-TZVPD

XYZ file:
```
6
Properties=species:S:1:pos:R:3
C -0.315 0.330 0.091
C 0.074 0.381 -1.141
O -0.003 -0.438 1.298
O 0.473 0.441 -2.254
P 0.351 -1.937 1.346
H -0.580 1.224 0.659
```

For the gap between HOMO and LUMO, the calculation gives 6.222 eV. As for the HOMO energy: -0.270 Eh. The LUMO energy comes out at -1.1 eV.

Partial charges, Löwdin, in e: -0.191 -0.167 -0.660 0.175 0.713 0.129



Short version: arrangement a, arrangement b, most stable first.



Arrangement a

Molecular formula: C24H26N2O4S
Method: DFT, ωB97M-V/def2-TZVPD

XYZ file:
```
57
Properties=species:S:1:pos:R:3
C -0.309 0.520 4.130
N -1.632 0.807 3.611
C -2.556 1.507 4.370
C -3.687 1.604 3.640
N -3.453 0.973 2.429
C -4.492 0.848 1.427
C -2.179 0.493 2.401
C -1.523 -0.092 1.223
C -0.137 -0.602 1.406
C 0.905 0.094 0.906
C 2.292 -0.326 1.051
C 3.363 0.388 0.453
C 4.684 0.049 0.719
C 4.980 -1.021 1.574
C 3.939 -1.778 2.121
C 2.612 -1.469 1.825
O -2.108 -0.109 0.124
H 0.121 -0.372 3.668
H 0.367 1.372 3.970
H -0.411 0.344 5.208
H -2.320 1.858 5.361
H -4.633 2.065 3.868
H -4.094 0.305 0.568
H -5.347 0.314 1.865
H -4.824 1.850 1.122
H -0.080 -1.571 1.911
H 0.689 1.082 0.489
H 3.158 1.224 -0.216
H 5.491 0.623 0.261
H 6.014 -1.271 1.810
H 4.146 -2.616 2.786
H 1.798 -2.087 2.205
C -1.894 4.102 -1.704
C -1.024 3.322 -2.655
O -0.377 2.237 -1.973
C 0.225 1.390 -2.859
C 1.091 0.460 -2.144
S 2.096 -0.515 -3.062
C 1.133 -2.046 -3.142
C 0.298 -2.256 -4.238
C -0.441 -3.435 -4.327
C -0.386 -4.374 -3.291
C 0.394 -4.118 -2.159
C 1.153 -2.945 -2.076
O 3.293 -0.896 -2.273
O 0.045 1.452 -4.074
H -2.173 5.025 -2.217
H -2.817 3.560 -1.478
H -1.393 4.359 -0.768
H -1.641 2.920 -3.465
H -0.252 3.980 -3.078
H 1.443 0.756 -1.176
H 0.243 -1.486 -5.005
H -1.047 -3.619 -5.213
H -0.943 -5.308 -3.373
H 0.443 -4.835 -1.339
H 1.757 -2.735 -1.195
```

For the gap between HOMO and LUMO, the calculation gives 3.360 eV. As for the HOMO energy: -0.196 Eh. The LUMO energy comes out at -2.0 eV.

Atomic partial charges in e from the Löwdin method, atoms 1 to 6: 0.015 -0.028 0.002 0.004 -0.029 0.019



Arrangement b

Molecular formula: C24H26N2O4S
Method: DFT, ωB97M-V/def2-TZVPD

XYZ file:
```
57
Properties=species:S:1:pos:R:3
C 5.614 0.359 -0.084
O 4.546 1.167 0.344
C 3.899 0.831 1.497
C 4.233 -0.242 2.316
C 3.483 -0.506 3.448
C 2.400 0.285 3.796
C 1.505 -0.095 4.941
C 0.489 -1.148 4.453
N -0.172 -0.706 3.249
C 0.307 -1.071 2.026
O 1.052 -2.019 1.869
C -0.155 -0.223 0.894
C 0.713 -0.056 -0.180
C 0.381 0.749 -1.250
C -0.855 1.399 -1.286
N -1.238 2.203 -2.354
C -0.282 2.547 -3.378
S -2.872 2.162 -2.816
O -3.676 2.808 -1.822
O -2.930 2.677 -4.152
C -3.218 0.408 -2.818
C -4.094 -0.141 -1.903
C -4.291 -1.511 -1.893
C -3.617 -2.333 -2.791
C -3.805 -3.817 -2.753
C -2.751 -1.754 -3.714
C -2.549 -0.386 -3.729
C -1.728 1.231 -0.208
C -1.382 0.434 0.864
C 2.089 1.371 2.984
C 2.825 1.645 1.852
H 5.955 0.792 -1.023
H 5.293 -0.674 -0.256
H 6.439 0.366 0.636
H 5.062 -0.889 2.077
H 3.741 -1.356 4.062
H 0.968 0.783 5.307
H 2.081 -0.518 5.765
H 1.008 -2.074 4.196
H -0.256 -1.350 5.227
H -0.650 0.180 3.311
H 1.663 -0.566 -0.155
H 1.089 0.866 -2.053
H 0.095 1.668 -3.912
H 0.554 3.087 -2.932
H -0.796 3.193 -4.085
H -4.614 0.510 -1.219
H -4.973 -1.948 -1.179
H -4.793 -4.075 -2.382
H -3.067 -4.261 -2.084
H -3.669 -4.252 -3.739
H -2.231 -2.381 -4.423
H -1.891 0.076 -4.448
H -2.668 1.753 -0.212
H -2.090 0.309 1.670
H 1.255 2.011 3.236
H 2.575 2.478 1.213
```

The structure (SMILES) is COc1ccc(CCNC(=O)c2ccc(N(C)S(=O)(=O)c3ccc(C)cc3)cc2)cc1. For the gap between HOMO and LUMO, the calculation gives 8.827 eV. As for the HOMO energy: -0.305 Eh. The LUMO energy comes out at 0.5 eV.

Atomic partial charges in e from the Löwdin method, atoms 1 to 6: -0.093 -0.090 -0.283 -0.011 -0.031 -0.255



Short version: arrangement b, arrangement a, most stable first.